1.
A molecular structure, C46H48FNPPt. Source: the Open Molecules 2025 dataset; level of theory: ωB97M-V/def2-TZVPD.

Last column: Mulliken spin population.
Geometry (Å):
1 Pt -0.070 0.091 0.212  0.247
2 C -1.069 -2.572 4.692  0.004
3 C -1.576 -2.247 3.283  0.031
4 C -2.315 -3.464 2.722  0.003
5 C -2.447 -1.000 3.249  -0.028
6 C -3.746 -1.081 3.734  0.006
7 C -4.609 -0.001 3.655  0.001
8 C -4.167 1.162 3.052  0.002
9 C -2.868 1.295 2.562  -0.013
10 C -2.553 2.590 1.835  0.011
11 C -1.205 3.239 2.147  -0.008
12 C -2.759 2.402 0.330  -0.001
13 C -1.977 0.218 2.698  0.030
14 N -0.624 0.284 2.273  0.068
15 C 0.273 0.295 3.311  0.014
16 C 0.015 0.924 4.550  0.026
17 C 0.929 0.951 5.589  -0.006
18 C 2.167 0.333 5.465  0.016
19 C 2.447 -0.329 4.277  -0.009
20 C 1.524 -0.349 3.255  0.005
21 F 1.840 -1.095 2.170  -0.001
22 H -0.460 -3.480 4.675  0.000
23 H -1.913 -2.749 5.366  0.000
24 H -0.466 -1.768 5.109  0.000
25 H -0.718 -2.054 2.637  0.014
26 H -3.079 -3.823 3.419  0.000
27 H -1.614 -4.285 2.556  -0.001
28 H -2.803 -3.238 1.774  -0.004
29 H -4.091 -2.012 4.169  0.000
30 H -5.620 -0.071 4.036  0.000
31 H -4.844 2.004 2.950  0.000
32 H -3.325 3.294 2.168  0.000
33 H -0.391 2.736 1.625  0.031
34 H -0.976 3.202 3.212  -0.002
35 H -1.222 4.289 1.842  0.001
36 H -2.029 1.693 -0.078  0.015
37 H -2.651 3.354 -0.198  0.000
38 H -3.760 2.018 0.126  0.002
39 H -0.951 1.394 4.688  0.003
40 H 0.661 1.458 6.508  -0.001
41 H 2.888 0.345 6.272  0.002
42 H 3.376 -0.865 4.123  -0.001
43 C 0.808 5.566 -2.823  0.000
44 C 1.623 4.688 -3.528  0.003
45 C 1.743 3.369 -3.120  -0.004
46 C 1.045 2.904 -2.006  -0.039
47 C 0.238 3.792 -1.307  0.059
48 C 0.117 5.117 -1.709  0.009
49 P 1.223 1.204 -1.291  0.134
50 C 2.885 1.463 -0.533  -0.062
51 C 4.065 1.496 -1.275  -0.006
52 C 5.279 1.760 -0.660  0.002
53 C 5.327 2.012 0.705  0.000
54 C 4.158 1.995 1.451  0.012
55 C 2.946 1.718 0.832  0.040
56 C 1.628 0.212 -2.774  0.136
57 C 2.425 -0.922 -2.635  -0.065
58 C 2.626 -1.785 -3.701  -0.002
59 C 2.026 -1.532 -4.926  -0.013
60 C 1.209 -0.420 -5.070  0.008
61 C 1.007 0.440 -3.999  0.039
62 H 0.715 6.596 -3.143  0.000
63 H 2.173 5.033 -4.395  0.000
64 H 2.388 2.699 -3.675  0.002
65 H -0.298 3.439 -0.437  -0.012
66 H -0.518 5.791 -1.149  0.000
67 H 4.037 1.299 -2.340  0.002
68 H 6.188 1.771 -1.249  -0.001
69 H 6.276 2.219 1.185  0.000
70 H 4.180 2.181 2.517  0.001
71 H 2.034 1.692 1.414  0.040
72 H 2.872 -1.146 -1.673  -0.005
73 H 3.233 -2.671 -3.567  0.000
74 H 2.167 -2.217 -5.752  0.001
75 H 0.710 -0.230 -6.012  0.001
76 H 0.350 1.293 -4.122  0.002
77 C -2.325 -2.848 -0.981  0.112
78 C -1.294 -2.032 -1.796  -0.017
79 C -2.030 -0.811 -2.357  0.092
80 C -0.164 -1.593 -0.893  1.174
81 C -0.769 -2.940 -2.914  0.074
82 C -1.086 -2.747 -4.256  0.007
83 C -0.625 -3.610 -5.244  0.002
84 C 0.170 -4.694 -4.915  0.004
85 C 0.493 -4.907 -3.579  0.002
86 C 0.028 -4.046 -2.601  0.010
87 H -2.755 -2.205 -0.210  -0.011
88 H -1.850 -3.698 -0.488  0.003
89 H -3.130 -3.223 -1.621  -0.007
90 H -2.304 -0.163 -1.524  -0.033
91 H -2.942 -1.094 -2.893  0.003
92 H -1.392 -0.233 -3.027  -0.017
93 H 0.519 -2.394 -0.599  -0.133
94 H -1.696 -1.903 -4.546  0.001
95 H -0.887 -3.423 -6.280  0.000
96 H 0.533 -5.366 -5.683  0.000
97 H 1.110 -5.752 -3.299  0.000
98 H 0.288 -4.230 -1.566  -0.005

Output
* LUMO energy (spin up / spin down): 2.64 / 2.64 eV
* net charge: -1
* multiplicity: 3
* highest occupied orbital energy (spin up / spin down): -2.603 / -4.266 eV
* DFT total energy: -65224.743 eV

---

2.
A molecular structure, C3H4CdO3 at a distorted geometry. Source: the Open Molecules 2025 dataset; level of theory: ωB97M-V/def2-TZVPD.

Last column: natural (NBO) charge in e.
Geometry (Å):
1 C 0.447 1.210 0.198  -0.129
2 O -0.197 -1.169 -0.152  -0.688
3 C -0.085 -0.496 -1.249  0.986
4 C 0.087 0.126 1.166  -0.023
5 O 0.301 0.780 -1.095  -0.395
6 O -0.593 -0.924 -2.284  -0.677
7 H -0.040 2.180 0.331  0.323
8 H -0.981 0.193 1.410  0.216
9 H 1.469 0.623 0.911  0.281
10 Cd -0.889 -2.750 -1.423  1.822
11 H 0.481 0.226 2.186  0.282

Output
* LUMO energy: -12.56 eV
* net charge: +2
* relative energy (zero: lowest compared OMol25 entry of this formula, charge and spin): 5.274 eV
* highest occupied orbital energy: -18.344 eV
* DFT total energy: -13856.149 eV

---

3.
2 unconnected molecules or ions with the total composition C2H8N2O2S at a distorted geometry. Source: the Open Molecules 2025 dataset; level of theory: ωB97M-V/def2-TZVPD.

Last column: natural (NBO) charge in e.
Geometry (Å):
1 C 2.038 -0.090 -1.237  -0.487
2 C -2.181 -0.572 1.354  -0.250
3 N 0.898 0.837 0.682  -0.517
4 N 0.883 0.395 -0.482  -0.298
5 O -0.377 -0.111 -2.606  -0.906
6 O -1.881 0.800 1.340  -0.758
7 S -0.491 0.619 -1.334  1.161
8 H 1.872 -0.316 -2.362  0.280
9 H 2.829 0.623 -1.044  0.218
10 H 2.401 -1.112 -0.824  0.227
11 H -2.498 -0.993 2.440  0.160
12 H -1.303 -1.316 0.992  0.153
13 H -3.015 -0.741 0.717  0.173
14 H 1.782 1.022 1.186  0.358
15 H -0.956 0.955 1.178  0.486

Output
* LUMO energy (spin up / spin down): -0.63 / -0.28 eV
* relative energy (zero: lowest compared OMol25 entry of this formula, charge and spin): 3.141 eV
* highest occupied orbital energy (spin up / spin down): -8.352 / -8.411 eV
* DFT total energy: -20109.960 eV